#one
A 2-piece molecular cluster, C6H9ClO overall, computed with ωB97M-V/def2-TZVPD.

Positions of all 17 atoms, in Å:
C 1.369 1.405 -0.528
C -1.027 -0.513 0.964
C -1.530 -0.301 -0.451
C -0.189 -0.789 -0.324
C 1.106 2.122 0.687
C 0.206 -2.239 -0.722
O 1.806 1.563 -1.611
Cl -1.620 1.470 -0.943
H -0.658 0.314 1.531
H -1.255 -1.311 1.561
H -2.358 -0.860 -0.870
H 0.700 1.487 1.444
H 0.485 3.049 0.542
H 2.214 2.537 1.061
H -0.650 -2.941 -0.695
H 0.941 -2.743 0.092
H 0.461 -2.250 -1.737

Results
HOMO level (spin up / spin down) = -7.447 / -8.077 eV
gap between HOMO and LUMO (spin up / spin down) = 7.290 / 8.370 eV

=====

#two
One molecule with the formula C6H9ClO, computed with ωB97M-V/def2-TZVPD.

Positions of all 17 atoms, in Å:
Cl -1.100 -1.265 2.843
C -0.840 -0.674 1.183
C 0.585 -0.597 0.676
C 1.030 0.832 1.022
C 0.167 1.973 0.432
C -1.091 1.453 -0.253
C -1.783 0.444 0.656
O -1.812 -0.872 0.182
H 0.709 -0.761 -0.379
H 1.222 -1.331 1.173
H 1.045 0.931 2.133
H 2.096 0.933 0.691
H -0.104 2.672 1.248
H 0.757 2.534 -0.325
H -0.842 1.060 -1.209
H -1.793 2.236 -0.493
H -2.660 0.767 1.214

Results
HOMO level = -9.859 eV
SMILES = Cl[C@]12CCCC[C@H]1O2
gap between HOMO and LUMO = 10.839 eV

=====

Last place for stability: #one

=====

#one
One molecule with the formula C6H5NO2, computed with ωB97M-V/def2-TZVPD.

Positions of all 14 atoms, in Å:
O -1.820 0.593 2.758
C -2.156 -0.502 2.324
C -1.096 -1.392 1.156
O -1.183 -2.596 1.230
C -0.276 -0.542 0.364
C -0.037 0.925 0.344
C 0.924 1.174 -0.618
N 1.078 -0.007 -1.368
C 0.489 -1.027 -0.699
H -3.031 -0.972 2.665
H -0.536 1.492 1.078
H 1.331 2.135 -0.757
H 1.859 0.007 -1.962
H 0.553 -2.022 -0.913

Results
HOMO level = -8.845 eV
SMILES = O=CC(=O)c1cc[nH]c1
gap between HOMO and LUMO = 8.971 eV

=====

#two
One molecule with the formula C6H5NO2, computed with ωB97M-V/def2-TZVPD.

Positions of all 14 atoms, in Å:
O 0.079 3.104 1.752
N 0.955 2.455 1.070
C 0.348 1.282 0.669
C 1.292 0.192 0.558
C 0.843 -1.095 0.051
C -0.396 -1.135 -0.612
O -0.899 -2.310 -1.191
C -1.213 -0.075 -0.666
C -0.836 1.128 -0.114
H 2.214 0.144 0.851
H 1.587 -1.995 0.065
H -0.199 -3.260 -0.945
H -2.189 -0.166 -1.289
H -1.586 1.731 -0.199

Results
HOMO level = -9.207 eV
SMILES = O=Nc1ccc(O)cc1
gap between HOMO and LUMO = 8.388 eV

=====

Last place for stability: #two

=====

#one
C9H40BCrO9 as an isolated structure, computed with ωB97M-V/def2-TZVPD.

Positions of all 60 atoms, in Å:
Cr 0.889 0.274 -1.814
B 0.202 0.430 0.222
H -0.472 0.310 1.201
H 1.302 0.852 0.442
H 0.339 -0.685 -0.190
H -0.412 1.050 -0.590
C 3.395 -0.415 0.092
O 2.882 0.182 -1.127
H 4.404 -0.788 -0.084
H 3.427 0.307 0.905
H 2.794 -1.278 0.363
H 3.604 0.642 -1.569
C -1.708 -1.542 -1.692
O -0.970 -0.476 -2.369
H -1.057 -2.158 -1.088
H -2.433 -1.073 -1.024
H -2.260 -2.138 -2.415
H -1.625 -0.001 -2.895
C -3.965 1.331 2.295
O -4.116 2.318 3.290
H -3.023 1.500 1.765
H -4.027 0.316 2.694
H -4.756 1.411 1.537
H -5.031 2.609 3.311
C -2.202 -2.039 3.268
O -2.226 -3.444 3.094
H -1.186 -1.733 3.488
H -2.413 -1.507 2.318
H -2.964 -1.698 3.967
H -2.980 -3.708 2.561
C -1.481 3.085 -3.588
O -1.254 2.461 -2.309
H -1.040 4.085 -3.631
H -1.017 2.511 -4.389
H -2.545 3.214 -3.776
H -2.041 2.609 -1.774
C 1.853 -2.492 -2.989
O 1.315 -1.774 -1.858
H 2.354 -1.801 -3.664
H 2.564 -3.252 -2.666
H 1.074 -3.028 -3.534
H 1.215 -2.449 -1.147
C 0.451 -3.057 1.560
O 1.420 -3.343 0.517
H -0.469 -2.724 1.088
H 0.240 -3.994 2.067
H 0.783 -2.297 2.268
H 1.983 -4.056 0.832
C 1.729 1.694 3.351
O 0.469 1.071 3.445
H 1.919 2.300 4.236
H 2.555 0.968 3.305
H 1.825 2.346 2.474
H 0.052 1.043 2.579
C 2.403 3.085 -2.287
O 1.423 2.271 -1.577
H 1.917 3.978 -2.663
H 3.234 3.329 -1.627
H 2.819 2.513 -3.117
H 0.839 2.857 -1.079

Results
HOMO level (spin up / spin down) = -14.354 / -14.354 eV
spin multiplicity = 4
gap between HOMO and LUMO (spin up / spin down) = 4.428 / 6.087 eV
charge = +2
<S²> = 3.81

=====

#two
C9H40BCrO9 as an isolated structure, computed with ωB97M-V/def2-TZVPD.

Positions of all 60 atoms, in Å:
Cr -1.417 1.356 -1.218
B -0.196 0.128 0.102
H -0.011 0.810 0.917
H -1.260 0.022 -0.044
H 0.265 0.554 -0.776
H 0.264 -0.811 0.369
C -1.279 -1.728 -2.320
O -1.382 -0.317 -2.590
H -1.847 -2.253 -3.088
H -0.269 -2.105 -2.481
H -1.569 -1.978 -1.299
H -1.230 -0.273 -3.537
C -2.317 1.507 1.982
O -2.159 2.185 0.754
H -2.221 0.422 1.953
H -1.604 1.768 2.763
H -3.333 1.497 2.374
H -2.514 3.052 0.961
C -0.275 4.369 -0.387
O -0.004 2.954 -0.654
H -0.315 4.643 0.667
H 0.523 4.938 -0.863
H -1.197 4.753 -0.823
H 0.883 2.840 -0.305
C -4.720 0.983 -0.448
O -3.448 0.418 -0.822
H -5.517 0.681 -1.127
H -4.937 0.809 0.606
H -4.678 2.069 -0.535
H -3.592 -0.529 -0.757
C 1.195 -0.769 3.406
O 0.202 -1.389 2.622
H 0.765 0.177 3.734
H 1.347 -1.378 4.297
H 2.145 -0.576 2.907
H 0.145 -0.885 1.807
C -0.370 -4.876 1.839
O 0.444 -3.871 1.266
H -1.437 -4.655 1.868
H -0.260 -5.812 1.292
H 0.044 -5.098 2.823
H 0.464 -3.149 1.899
C 3.102 1.998 0.934
O 2.619 2.862 -0.079
H 2.854 2.351 1.935
H 2.652 1.016 0.788
H 4.180 1.838 0.903
H 3.298 3.522 -0.234
C 3.257 -2.884 -0.713
O 2.303 -3.882 -0.999
H 3.804 -2.416 -1.532
H 2.685 -2.059 -0.289
H 3.957 -3.283 0.020
H 1.715 -4.013 -0.251
C 1.833 0.412 -3.309
O 0.941 1.449 -2.849
H 1.498 -0.589 -3.037
H 1.980 0.401 -4.389
H 2.777 0.521 -2.774
H 1.217 2.272 -3.260

Results
HOMO level (spin up / spin down) = -13.891 / -13.893 eV
spin multiplicity = 4
gap between HOMO and LUMO (spin up / spin down) = 3.341 / 5.114 eV
charge = +2
<S²> = 3.80

=====

Last place for stability: #two

=====

#one
A 4-piece molecular cluster, C2H14N2O3 overall, computed with ωB97M-V/def2-TZVPD.

Positions of all 21 atoms, in Å:
C 1.160 -1.220 -0.260
N 0.140 -1.565 -1.319
C 0.424 -1.582 -2.799
N -0.050 -0.297 -3.201
H 1.354 -0.283 -0.721
H 0.726 -0.737 0.638
H 1.752 -1.931 0.138
H -0.249 -2.410 -1.070
H -0.425 -2.306 -3.207
H 1.445 -1.898 -3.132
H -1.043 -0.250 -3.529
H 0.485 0.453 -2.741
O -1.614 1.839 -0.098
H -2.561 1.308 0.002
H -1.408 1.880 -1.030
O 0.341 0.939 5.658
H 0.135 1.798 5.230
H 0.735 0.461 5.045
O -0.073 1.917 2.353
H -0.308 2.349 1.539
H -0.968 1.535 2.505

Results
HOMO level = -8.481 eV
SMILES = CNCN.O.O.O
gap between HOMO and LUMO = 8.795 eV

=====

#two
A 4-piece molecular cluster, C2H14N2O3 overall, computed with ωB97M-V/def2-TZVPD.

Positions of all 21 atoms, in Å:
C -0.394 -0.098 2.044
N -1.302 -0.283 0.918
C -1.124 0.778 -0.160
N -2.288 0.970 -0.959
H 0.003 -1.054 2.368
H -0.856 0.470 2.857
H 0.566 0.319 1.680
H -2.212 0.120 1.129
H -1.004 1.726 0.379
H -0.239 0.553 -0.782
H -3.038 1.480 -0.516
H -2.691 0.116 -1.325
O -0.358 -2.605 -1.124
H -0.600 -2.064 -0.361
H -0.968 -2.396 -1.833
O 2.706 2.287 -1.862
H 2.393 1.465 -1.516
H 2.281 2.986 -1.373
O 3.322 -1.469 -0.065
H 2.382 -1.313 -0.223
H 3.423 -1.989 0.726

Results
HOMO level = -9.887 eV
SMILES = CNCN.O.O.O
gap between HOMO and LUMO = 10.416 eV

=====

Last place for stability: #one

=====

#one
C43H33BCaCl2N5O4P as an isolated structure, computed with ωB97M-V/def2-TZVPD.

Positions of all 90 atoms, in Å:
Ca 1.120 0.115 1.401
O 2.915 -0.429 2.249
C 3.706 -0.970 1.411
C 5.024 -0.466 1.247
C 5.909 -1.004 0.352
C 5.561 -2.116 -0.412
C 4.301 -2.653 -0.275
C 3.357 -2.109 0.603
C 2.026 -2.637 0.603
N 1.047 -2.058 1.197
N -0.190 -2.619 1.115
C -1.143 -1.752 1.384
O -0.998 -0.526 1.660
C -2.527 -2.289 1.227
C -2.786 -3.626 0.921
C -4.073 -4.049 0.650
C -5.131 -3.151 0.677
C -4.889 -1.825 1.003
C -3.603 -1.404 1.282
H 5.288 0.414 1.820
H 6.892 -0.561 0.238
H 6.263 -2.528 -1.125
H 4.005 -3.495 -0.892
H 1.845 -3.560 0.031
H -1.950 -4.307 0.869
H -4.258 -5.089 0.401
H -6.136 -3.482 0.441
H -5.706 -1.114 1.018
H -3.392 -0.371 1.516
O -0.907 2.672 1.260
N -1.489 2.060 0.191
C -2.761 2.027 0.197
C -3.429 1.279 -0.826
C -4.802 1.426 -1.018
C -5.466 0.649 -1.942
C -4.751 -0.295 -2.666
C -3.390 -0.448 -2.477
C -2.686 0.337 -1.563
P -0.888 0.212 -1.168
C -0.545 -1.274 -2.212
C -1.256 -2.433 -1.900
C -1.032 -3.616 -2.578
C -0.073 -3.666 -3.576
C 0.658 -2.529 -3.876
C 0.434 -1.343 -3.196
C -0.358 1.540 -2.323
C -0.727 1.500 -3.661
C -0.271 2.465 -4.541
C 0.522 3.504 -4.088
C 0.868 3.564 -2.748
C 0.446 2.579 -1.875
H 0.069 2.482 1.193
H -3.348 2.497 0.987
H -5.333 2.169 -0.437
H -6.531 0.769 -2.096
H -5.260 -0.916 -3.392
H -2.872 -1.196 -3.061
H -2.009 -2.388 -1.129
H -1.609 -4.494 -2.320
H 0.105 -4.589 -4.116
H 1.422 -2.556 -4.641
H 1.029 -0.475 -3.431
H -1.354 0.695 -4.022
H -0.534 2.401 -5.589
H 0.876 4.260 -4.779
H 1.484 4.373 -2.384
H 0.779 2.597 -0.849
Cl 2.902 5.125 1.862
C 2.322 4.104 3.135
C 2.389 4.578 4.436
C 1.938 3.797 5.473
Cl 2.032 4.431 7.096
C 1.389 2.526 5.247
C 0.895 1.673 6.255
C 0.365 0.461 5.905
C 0.297 0.115 4.545
N 0.740 0.894 3.597
C 1.297 2.064 3.901
C 1.782 2.847 2.779
O 1.671 2.435 1.594
H 2.790 5.563 4.624
H 0.946 1.991 7.290
H -0.011 -0.218 6.658
H -0.146 -0.817 4.223
B 3.477 0.388 -2.841
C 2.593 0.319 -1.561
N 1.828 0.303 -0.691
H 3.559 -0.725 -3.312
H 2.886 1.137 -3.602
H 4.568 0.826 -2.573

Results
HOMO level = -1.869 eV
gap between HOMO and LUMO = 5.819 eV
charge = -2

=====

#two
C43H33BCaCl2N5O4P as an isolated structure, computed with ωB97M-V/def2-TZVPD.

Positions of all 90 atoms, in Å:
Ca -1.120 -0.242 -0.252
O 0.413 -1.300 -1.396
C 0.633 -2.545 -1.666
C 1.524 -2.884 -2.719
C 1.826 -4.186 -3.044
C 1.260 -5.248 -2.337
C 0.389 -4.953 -1.310
C 0.041 -3.640 -0.960
C -0.906 -3.506 0.132
N -1.504 -2.429 0.480
N -2.387 -2.566 1.542
C -2.736 -1.393 2.014
O -2.343 -0.241 1.637
C -3.713 -1.446 3.159
C -4.426 -2.599 3.475
C -5.326 -2.600 4.531
C -5.520 -1.451 5.288
C -4.810 -0.299 4.977
C -3.917 -0.296 3.915
H 1.975 -2.056 -3.252
H 2.525 -4.384 -3.850
H 1.514 -6.274 -2.570
H -0.049 -5.761 -0.734
H -1.135 -4.421 0.685
H -4.252 -3.487 2.883
H -5.878 -3.503 4.767
H -6.222 -1.454 6.114
H -4.955 0.601 5.563
H -3.364 0.593 3.645
O 1.491 -0.765 3.556
N 1.641 0.398 2.872
C 1.095 1.385 3.461
C 1.201 2.741 2.918
C 1.161 3.792 3.839
C 1.345 5.104 3.448
C 1.575 5.391 2.112
C 1.589 4.365 1.181
C 1.387 3.033 1.549
P 1.266 1.695 0.290
C 1.163 2.630 -1.294
C 0.065 3.464 -1.521
C -0.117 4.081 -2.748
C 0.782 3.853 -3.782
C 1.856 3.000 -3.581
C 2.044 2.392 -2.346
C 2.981 1.058 0.218
C 3.192 -0.315 0.236
C 4.484 -0.826 0.190
C 5.566 0.036 0.120
C 5.363 1.412 0.105
C 4.076 1.921 0.158
H 2.134 -1.359 3.161
H 0.616 1.246 4.430
H 1.001 3.555 4.885
H 1.318 5.898 4.185
H 1.728 6.413 1.788
H 1.734 4.607 0.137
H -0.675 3.607 -0.743
H -0.984 4.710 -2.903
H 0.631 4.322 -4.747
H 2.550 2.795 -4.387
H 2.879 1.717 -2.208
H 2.350 -0.990 0.302
H 4.636 -1.897 0.240
H 6.573 -0.365 0.096
H 6.209 2.089 0.062
H 3.920 2.994 0.158
Cl -3.682 4.164 -1.747
C -3.670 2.670 -2.644
C -4.370 2.618 -3.850
C -4.419 1.464 -4.584
Cl -5.283 1.451 -6.108
C -3.794 0.287 -4.113
C -3.823 -0.961 -4.772
C -3.217 -2.045 -4.200
C -2.586 -1.895 -2.953
N -2.530 -0.746 -2.325
C -3.096 0.348 -2.882
C -2.946 1.582 -2.121
O -2.237 1.614 -1.075
H -4.873 3.508 -4.204
H -4.328 -1.042 -5.726
H -3.219 -3.012 -4.684
H -2.111 -2.739 -2.463
B 5.556 -4.067 2.321
C 4.292 -3.135 2.503
N 3.392 -2.423 2.644
H 6.344 -3.807 3.215
H 5.192 -5.226 2.383
H 6.045 -3.822 1.230

Results
HOMO level = -2.660 eV
gap between HOMO and LUMO = 6.402 eV
charge = -2

=====

Last place for stability: #one

=====

#one
A 3-piece molecular cluster, C3H12NO3 overall, computed with ωB97M-V/def2-TZVPD.

Positions of all 19 atoms, in Å:
C -1.315 0.655 -0.375
N -0.768 -0.393 0.478
C 0.556 0.044 1.009
O 1.416 0.433 -0.037
C -2.781 0.430 -0.706
H -1.155 1.689 0.002
H -0.792 0.716 -1.346
H -0.543 -1.160 -0.153
H 0.841 -0.676 1.837
H 0.157 0.860 1.672
H -3.369 0.434 0.234
H -2.957 -0.457 -1.333
H -3.084 1.323 -1.284
H 1.472 -2.301 -0.915
H 1.293 -0.893 -1.211
O 1.019 -1.778 -1.591
H 2.659 -0.016 0.979
H 3.889 0.931 1.177
O 3.463 0.159 1.563

Results
HOMO level = -3.970 eV
gap between HOMO and LUMO = 8.071 eV
charge = -1

=====

#two
A 3-piece molecular cluster, C3H12NO3 overall, computed with ωB97M-V/def2-TZVPD.

Positions of all 19 atoms, in Å:
C -1.863 -1.305 -0.702
N -1.433 -0.220 0.053
C -0.491 -0.512 1.192
O 0.531 0.419 1.130
C -0.857 -2.092 -1.546
H -2.695 -0.944 -1.328
H -2.442 -2.031 -0.238
H -0.920 0.460 -0.612
H -0.957 -0.580 2.164
H 0.001 -1.571 1.276
H -0.308 -2.861 -0.936
H -1.293 -2.740 -2.202
H -0.149 -1.474 -2.067
H 0.407 2.098 0.711
H 1.635 2.758 0.173
O 0.655 2.967 0.196
H 1.888 0.340 0.219
H 2.798 1.246 -0.562
O 2.731 0.401 -0.155

Results
HOMO level = -3.664 eV
gap between HOMO and LUMO = 7.609 eV
charge = -1

=====

Last place for stability: #two

=====

#one
A 2-piece molecular cluster, C3H4Br2 overall, computed with ωB97M-V/def2-TZVPD.

Positions of all 9 atoms, in Å:
C -1.445 -1.350 -0.823
C -0.414 -1.941 -1.209
Br 1.355 -2.607 -1.215
H -2.135 -0.972 -0.159
C 0.417 1.379 0.584
Br 2.364 1.419 0.662
H -0.280 1.082 1.588
H 0.132 0.581 -0.121
H 0.006 2.408 0.693

Results
HOMO level = -10.002 eV
SMILES = C#CBr.CBr
gap between HOMO and LUMO = 10.002 eV

=====

#two
A 2-piece molecular cluster, C3H4Br2 overall, computed with ωB97M-V/def2-TZVPD.

Positions of all 9 atoms, in Å:
C 0.463 1.538 0.195
C 0.859 0.313 0.021
C -0.814 -1.358 -0.206
Br 2.495 -0.532 -0.006
Br -2.395 -0.426 0.108
H 1.160 2.351 0.357
H -0.585 1.799 0.179
H -0.668 -1.658 -1.230
H -0.516 -2.028 0.581

Results
HOMO level = -8.719 eV
gap between HOMO and LUMO = 8.719 eV

=====

Last place for stability: #one

=====

#one
One molecule with the formula C5H6OS, computed with ωB97M-V/def2-TZVPD.

Positions of all 13 atoms, in Å:
S 1.271 1.312 -2.013
C 0.605 -0.279 -1.433
C 0.172 -0.218 -0.047
C -1.128 -0.467 0.381
C -1.137 -0.236 1.805
O 0.107 0.001 2.200
C 0.883 0.023 1.104
H 0.279 2.053 -2.235
H 1.283 -1.200 -1.609
H -0.421 -0.395 -2.030
H -2.031 -0.480 -0.118
H -1.833 -0.127 2.680
H 1.950 0.013 1.314

Results
HOMO level = -8.434 eV
SMILES = SCc1ccoc1
gap between HOMO and LUMO = 9.309 eV

=====

#two
One molecule with the formula C5H6OS, computed with ωB97M-V/def2-TZVPD.

Positions of all 13 atoms, in Å:
C 0.617 -0.823 0.701
C -0.034 -1.041 -0.623
O 0.609 -0.351 -1.673
C -0.602 0.165 -1.187
C -0.469 1.231 -0.094
S -1.294 1.165 1.474
C 0.320 0.622 1.010
H 1.696 -1.046 0.652
H 0.162 -1.469 1.431
H -0.329 -2.037 -0.895
H -1.461 0.153 -1.841
H -0.332 2.256 -0.410
H 1.118 1.174 1.452

Results
HOMO level = -9.003 eV
SMILES = C1[C@@H]2O[C@@H]2[C@H]2S[C@@H]12
gap between HOMO and LUMO = 9.958 eV

=====

Last place for stability: #one